(1)
This record from the OMol25 dataset describes C21H29Br15O8 as an isolated structure in a non-equilibrium geometry. The level of theory is wB97M-V/def2-TZVPD.

For the HOMO-LUMO gap, the calculation gives 9.08 eV. For the HOMO energy, the calculation gives -9.98 eV. The value obtained for the molecular weight is 1608.02 g mol⁻¹.

Geometry as ORCA input:
```
! wB97M-V def2-TZVPD RIJCOSX def2/J DEFGRID3
* xyz 0 1
O -1.669 -2.223 -3.231
C -2.712 -1.906 -3.863
O -2.672 -1.600 -5.165
C -3.873 -1.082 -5.581
C -4.852 -1.964 -4.732
C -4.125 -1.922 -3.395
H -4.029 -1.068 -6.660
H -3.910 -0.050 -5.233
H -4.910 -2.986 -5.108
H -5.854 -1.540 -4.802
H -4.343 -2.706 -2.669
H -4.288 -0.947 -2.934
O 2.834 1.581 6.696
C 1.810 1.717 6.075
O 0.614 1.760 6.670
C -0.318 2.368 5.839
C 0.227 2.233 4.454
C 1.698 2.065 4.670
H -0.505 3.393 6.159
H -1.302 1.903 5.785
H 0.025 3.109 3.837
H -0.221 1.415 3.891
H 2.252 3.003 4.650
H 2.299 1.308 4.165
O -1.508 1.774 0.375
C -0.553 0.999 0.365
O 0.583 1.315 0.904
C 1.563 0.361 0.805
C 0.960 -0.866 0.280
C -0.418 -0.328 -0.262
H 1.938 0.281 1.825
H 2.275 0.662 0.036
H 0.631 -1.613 1.002
H 1.503 -1.374 -0.518
H -1.284 -0.842 0.156
H -0.445 -0.293 -1.351
O 3.008 -4.085 2.179
C 3.446 -4.229 1.048
O 3.204 -5.269 0.354
C 3.773 -5.303 -0.987
C 4.478 -3.988 -1.173
C 4.267 -3.254 0.158
H 3.157 -5.643 -1.819
H 4.479 -6.133 -0.962
H 4.055 -3.418 -2.000
H 5.506 -3.964 -1.535
H 3.791 -2.274 0.131
H 5.265 -3.294 0.594
C 5.729 -0.800 3.625
Br 6.084 1.067 4.249
Br 7.305 -1.334 2.570
Br 3.976 -0.922 2.694
H 5.689 -1.443 4.504
C 0.326 2.087 -3.936
Br -0.045 3.969 -4.314
Br -1.383 1.364 -3.483
Br 1.828 1.768 -2.667
H 0.501 1.725 -4.949
C 0.431 4.790 -0.325
Br -0.345 6.127 -1.534
Br -0.182 5.056 1.527
Br 2.400 4.708 -0.348
H 0.195 3.776 -0.645
C -3.691 4.026 -0.982
Br -4.554 3.247 0.667
Br -3.957 6.023 -1.222
Br -4.501 3.056 -2.700
H -2.603 3.985 -0.952
C -5.865 -1.435 -0.367
Br -4.136 -0.464 -0.126
Br -7.184 -0.761 0.991
Br -5.616 -3.371 -0.022
H -6.254 -1.330 -1.380
*
```

Here are the Mulliken charges for atoms 1 to 8, given in e: -0.6056 0.2216 -0.3079 -0.2399 -0.6917 0.6466 0.3514 0.1370


(2)
This record from the OMol25 dataset describes one molecule with the formula C22H28N2O4S in a non-equilibrium geometry. The level of theory is wB97M-V/def2-TZVPD.

As for the SMILES: CCOc1ccc(N(CC(=O)NC2CCCCC2)S(=O)(=O)c2ccccc2)cc1. For the HOMO-LUMO gap, the calculation gives 9.11 eV. For the HOMO energy, the calculation gives -8.69 eV. The value obtained for the molecular weight is 416.54 g mol⁻¹.

Geometry as ORCA input:
```
! wB97M-V def2-TZVPD RIJCOSX def2/J DEFGRID3
* xyz 0 1
C 2.963 3.476 5.795
C 1.929 3.441 4.681
O 2.205 2.308 3.877
C 1.436 2.067 2.787
C 1.789 0.947 2.030
C 1.068 0.603 0.908
C -0.024 1.371 0.516
C -0.377 2.485 1.263
C 0.346 2.836 2.390
H 0.045 3.707 2.951
H -1.236 3.069 0.972
N -0.783 0.946 -0.607
S -2.205 0.174 -0.131
O -3.152 1.106 0.411
O -2.633 -0.606 -1.264
C -1.612 -0.914 1.156
C -1.679 -0.503 2.473
C -1.160 -1.322 3.461
C -0.587 -2.538 3.119
C -0.542 -2.946 1.796
C -1.059 -2.129 0.804
H -1.050 -2.422 -0.233
H -0.105 -3.898 1.536
H -0.178 -3.173 3.891
H -1.201 -1.014 4.494
H -2.138 0.446 2.701
C -0.987 1.907 -1.688
H -0.555 2.876 -1.431
H -2.061 2.028 -1.866
C -0.306 1.380 -2.961
O 0.532 2.019 -3.565
N -0.745 0.163 -3.302
H -1.436 -0.277 -2.708
C -0.135 -0.639 -4.345
C 1.176 -1.259 -3.845
C 0.906 -2.249 -2.717
C -0.034 -3.351 -3.198
C -1.352 -2.759 -3.692
C -1.106 -1.729 -4.794
H -2.053 -1.273 -5.091
H -0.682 -2.227 -5.669
H -1.991 -3.555 -4.081
H -1.883 -2.294 -2.859
H -0.226 -4.062 -2.390
H 0.446 -3.898 -4.014
H 0.454 -1.716 -1.877
H 1.847 -2.685 -2.373
H 1.667 -1.768 -4.676
H 1.833 -0.459 -3.500
H 0.091 0.038 -5.178
H 1.344 -0.259 0.322
H 2.638 0.363 2.346
H 0.918 3.366 5.103
H 1.992 4.355 4.076
H 3.961 3.548 5.372
H 2.785 4.333 6.438
H 2.903 2.567 6.387
*
```

Here are the Mulliken charges for atoms 1 to 8, given in e: -1.4392 -0.2611 -0.4092 0.8420 -0.7705 -0.0801 -1.5292 -0.3338


(3)
This record from the OMol25 dataset describes a 2-piece molecular cluster, C5H12O2 overall. The level of theory is wB97M-V/def2-TZVPD.

As for the SMILES: C/C=C(/O)CCO.[H][H]. For the HOMO-LUMO gap, the calculation gives 8.61 eV. For the HOMO energy, the calculation gives -7.99 eV. The value obtained for the molecular weight is 104.15 g mol⁻¹.

Geometry as ORCA input:
```
! wB97M-V def2-TZVPD RIJCOSX def2/J DEFGRID3
* xyz 0 1
C -1.185 1.447 -2.035
C -1.277 1.306 -0.544
C -0.501 0.574 0.261
O -0.773 0.573 1.598
C 0.617 -0.334 -0.219
C 1.801 -0.546 0.720
O 1.345 -0.990 2.002
H -2.092 1.070 -2.526
H -1.085 2.501 -2.325
H -0.338 0.905 -2.467
H -1.423 -2.794 0.428
H -2.086 1.843 -0.052
H 1.028 0.069 -1.149
H -0.130 -0.003 2.045
H 0.197 -1.315 -0.468
H -0.971 -2.552 0.966
H 2.383 0.379 0.821
H 2.454 -1.317 0.289
H 2.037 -0.814 2.652
*
```

Here are the Mulliken charges for atoms 1 to 8, given in e: -1.0666 -0.3582 0.5487 -0.5880 -0.4853 -0.5520 -0.5337 0.2669


(4)
This record from the OMol25 dataset describes C19H39O3P3PtS as an isolated structure in a non-equilibrium geometry. The level of theory is wB97M-V/def2-TZVPD.

For the HOMO-LUMO gap (spin up / spin down), the calculation gives 7.36 / 5.36 eV. For the HOMO energy (spin up / spin down), the calculation gives -19.41 / -19.80 eV. As for the expectation value of S²: 6.01. The value obtained for the molecular weight is 635.59 g mol⁻¹.

Geometry as ORCA input:
```
! wB97M-V def2-TZVPD RIJCOSX def2/J DEFGRID3
* xyz 4 5
P -0.837 1.074 3.222
C -0.101 -0.109 4.324
H -0.240 0.308 5.342
H 0.977 -0.225 4.081
H -0.616 -1.087 4.222
C 0.215 2.426 2.764
H -0.290 3.098 2.059
H 1.112 2.014 2.283
H 0.472 2.957 3.689
C -2.534 1.549 3.482
H -2.547 2.221 4.351
H -3.138 0.645 3.665
H -2.915 2.055 2.577
P -2.510 -1.621 -1.447
C -2.028 -3.159 -0.569
H -2.580 -4.024 -0.990
H -2.249 -3.053 0.506
H -0.941 -3.300 -0.688
C -4.258 -1.264 -1.080
H -4.548 -0.330 -1.583
H -4.341 -1.110 0.007
H -4.887 -2.103 -1.410
C -2.327 -1.890 -3.240
H -3.114 -2.573 -3.595
H -1.325 -2.303 -3.431
H -2.400 -0.914 -3.742
P 2.714 0.075 -2.100
C 3.782 -1.334 -1.943
H 4.674 -1.104 -2.563
H 3.257 -2.232 -2.333
H 4.076 -1.504 -0.884
C 2.220 0.517 -3.757
H 3.132 0.603 -4.359
H 1.654 1.459 -3.757
H 1.568 -0.274 -4.156
C 3.104 1.508 -1.124
H 4.107 1.844 -1.417
H 3.066 1.258 -0.054
H 2.359 2.292 -1.318
Pt -1.455 0.937 -1.165
C -1.077 0.285 1.518
O -1.139 -0.943 1.422
C 0.980 -0.320 -1.432
O 0.727 -1.391 -0.951
C -1.344 2.007 -2.918
C -0.375 2.559 -2.045
C -0.730 2.999 -0.769
C -2.014 2.760 -0.257
C -3.034 2.235 -1.096
C -2.695 1.865 -2.453
H -1.003 1.413 -3.762
H 0.691 2.536 -2.295
H 0.062 3.359 -0.102
H -2.163 2.834 0.821
H -3.911 1.810 -0.636
H -3.344 1.190 -2.970
C 2.035 -2.785 2.051
S 2.970 -1.327 1.551
C 4.173 -1.282 2.879
O 2.087 -0.131 1.769
H 1.876 -2.747 3.136
H 2.619 -3.670 1.774
H 1.082 -2.776 1.515
H 4.986 -1.968 2.620
H 4.548 -0.256 2.947
H 3.689 -1.585 3.815
*
```

Here are the Mulliken charges for atoms 1 to 8, given in e: 0.6864 -0.8718 0.4703 0.1936 0.4318 -0.9166 0.2989 0.1931


(5)
This record from the OMol25 dataset describes C15H10AlINOS as an isolated structure. The level of theory is wB97M-V/def2-TZVPD.

For the HOMO-LUMO gap, the calculation gives 8.19 eV. For the HOMO energy, the calculation gives -11.49 eV. The value obtained for the molecular weight is 406.20 g mol⁻¹.

Geometry as ORCA input:
```
! wB97M-V def2-TZVPD RIJCOSX def2/J DEFGRID3
* xyz 1 1
Al -0.252 -0.144 -0.131
I 1.940 1.376 -0.062
C 1.126 2.299 -1.786
C 1.873 3.279 -2.357
C 1.366 3.925 -3.507
C 0.154 3.559 -4.011
C -0.615 2.533 -3.407
C -1.873 2.157 -3.939
C -2.613 1.168 -3.364
C -2.123 0.499 -2.221
C -0.912 0.821 -1.656
C -0.136 1.858 -2.253
H 2.833 3.570 -1.953
H 1.949 4.707 -3.973
H -0.242 4.052 -4.891
H -2.236 2.675 -4.818
H -3.572 0.890 -3.782
H -2.729 -0.291 -1.791
O -0.999 -0.197 1.477
N -1.116 -1.398 2.080
C -1.740 -1.403 3.277
C -1.896 -2.578 3.953
C -1.397 -3.753 3.386
C -0.768 -3.716 2.164
C -0.619 -2.508 1.480
S 0.149 -2.369 -0.065
H -2.083 -0.439 3.618
H -2.398 -2.576 4.909
H -1.507 -4.695 3.906
H -0.375 -4.610 1.702
*
```

Here are the Mulliken charges for atoms 1 to 8, given in e: 0.4795 0.1174 0.4845 -0.8417 -0.5062 -0.8873 0.7660 -0.7640


(6)
This record from the OMol25 dataset describes C39H29Br2F10MnN7O2 as an isolated structure. The level of theory is wB97M-V/def2-TZVPD.

For the HOMO-LUMO gap (spin up / spin down), the calculation gives 6.35 / 6.44 eV. For the HOMO energy (spin up / spin down), the calculation gives -6.84 / -6.95 eV. As for the expectation value of S²: 0.92. The value obtained for the molecular weight is 1032.43 g mol⁻¹.

Geometry as ORCA input:
```
! wB97M-V def2-TZVPD RIJCOSX def2/J DEFGRID3
* xyz 0 2
Mn 0.334 0.081 -0.363
C -0.740 -1.337 2.139
N -0.737 -1.454 0.672
C -2.124 -1.453 0.149
C -2.653 -0.038 0.092
N -1.698 0.781 -0.647
C -2.109 2.038 -0.943
C -3.169 2.763 -0.336
F -3.890 2.221 0.677
C -3.494 4.071 -0.647
F -4.500 4.667 0.007
C -2.775 4.786 -1.585
F -3.081 6.057 -1.880
C -1.732 4.134 -2.213
F -1.007 4.774 -3.142
C -1.435 2.821 -1.912
F -0.422 2.264 -2.618
C -0.018 -2.671 0.224
C 2.563 -1.723 1.110
N 2.012 -0.381 1.048
C 2.953 0.591 1.287
C 4.179 0.735 0.616
F 4.519 -0.151 -0.345
C 5.050 1.788 0.823
F 6.166 1.884 0.088
C 4.746 2.772 1.746
F 5.568 3.810 1.936
C 3.578 2.648 2.481
F 3.280 3.566 3.409
C 2.738 1.574 2.271
F 1.656 1.472 3.066
H -1.133 -2.248 2.606
H -1.383 -0.509 2.429
H 0.269 -1.118 2.481
H -2.761 -2.102 0.764
H -2.099 -1.856 -0.862
H -2.834 0.315 1.115
H -3.639 -0.059 -0.390
H -0.720 -3.334 -0.285
H 0.360 -3.211 1.092
H 3.048 -1.889 -0.943
H 2.038 -2.313 1.882
Br 0.237 6.484 1.667
C 0.325 4.659 1.213
C -0.500 3.742 1.847
C -0.418 2.423 1.455
N 0.411 1.986 0.506
C 1.215 2.880 -0.084
C 1.200 4.233 0.237
C 2.076 2.314 -1.134
C 3.138 2.997 -1.710
C 3.863 2.363 -2.699
Br 5.331 3.235 -3.493
C 3.509 1.085 -3.099
C 2.440 0.482 -2.466
N 1.739 1.068 -1.496
H -1.195 4.046 2.616
H -1.058 1.677 1.904
H 1.835 4.937 -0.279
H 3.406 3.990 -1.382
H 4.055 0.565 -3.871
H 2.127 -0.516 -2.742
O -1.849 -4.674 -5.780
C -2.286 -3.330 -5.786
C -1.623 -2.578 -4.667
C -1.971 -1.257 -4.406
C -1.361 -0.590 -3.362
N -0.420 -1.137 -2.587
C -0.079 -2.402 -2.850
C -0.665 -3.161 -3.861
C 0.959 -2.972 -1.973
C 1.760 -3.999 -2.307
C 2.633 -4.598 -1.302
C 3.116 -6.002 -1.521
O 2.051 -6.922 -1.719
C 2.933 -3.871 -0.221
C 2.456 -2.449 -0.208
N 1.076 -2.359 -0.704
H -2.250 -5.136 -6.521
H -3.373 -3.266 -5.659
H -2.033 -2.836 -6.732
H -2.723 -0.749 -4.997
H -1.643 0.421 -3.119
H -0.394 -4.197 -3.997
H 1.715 -4.431 -3.297
H 3.756 -6.306 -0.687
H 3.711 -6.054 -2.435
H 1.488 -6.901 -0.938
H 3.538 -4.266 0.588
H 3.612 -1.738 1.427
*
```

Here are the Mulliken charges for atoms 1 to 8, given in e: 1.3752 -1.3503 1.5880 -1.4352 -1.3030 1.1620 -0.6455 0.3180


(7)
This record from the OMol25 dataset describes a 7-piece molecular cluster, C14H42O14 overall in a non-equilibrium geometry. The level of theory is wB97M-V/def2-TZVPD.

As for the SMILES: OCCO.OCCO.OCCO.OCCO.OCCO.OCCO.OCCO. For the HOMO-LUMO gap, the calculation gives 9.49 eV. For the HOMO energy, the calculation gives -9.32 eV. The value obtained for the molecular weight is 434.48 g mol⁻¹.

Geometry as ORCA input:
```
! wB97M-V def2-TZVPD RIJCOSX def2/J DEFGRID3
* xyz 0 1
C 14.836 13.227 8.523
C 15.145 13.341 10.118
O 16.468 13.113 10.512
O 14.628 11.882 8.242
H 15.654 13.642 7.934
H 14.035 13.943 8.343
H 14.450 12.693 10.652
H 14.803 14.327 10.429
H 16.731 12.262 10.152
H 15.537 11.572 8.227
C 11.112 11.344 8.367
C 9.794 10.647 8.761
O 9.557 9.639 7.815
O 12.295 10.731 8.843
H 11.156 12.321 8.848
H 11.181 11.547 7.299
H 9.063 11.442 8.911
H 9.964 10.201 9.740
H 9.559 10.033 6.940
H 13.007 11.314 8.566
C 14.656 14.804 14.891
C 15.042 15.415 16.259
O 13.913 15.074 17.101
O 13.630 15.609 14.280
H 14.261 13.800 15.042
H 15.491 14.669 14.204
H 15.219 16.490 16.219
H 15.876 14.867 16.697
H 13.769 14.127 17.164
H 12.815 15.106 14.203
C 10.531 14.866 7.055
C 10.388 15.356 8.520
O 9.512 14.610 9.312
O 9.298 14.740 6.465
H 10.988 13.880 6.970
H 11.181 15.472 6.424
H 10.058 16.395 8.498
H 11.317 15.285 9.086
H 8.754 14.370 8.774
H 9.361 14.136 5.721
C 7.090 17.141 14.793
C 7.813 16.569 13.525
O 8.024 15.175 13.725
O 5.728 16.749 14.933
H 7.136 18.229 14.840
H 7.597 16.759 15.679
H 8.825 16.895 13.288
H 7.175 16.780 12.667
H 7.203 14.786 13.413
H 5.577 15.986 15.496
C 9.326 6.956 12.947
C 10.022 8.292 12.594
O 9.142 9.300 12.815
O 8.319 6.747 12.033
H 9.008 6.983 13.989
H 9.969 6.076 12.928
H 10.218 8.285 11.521
H 10.946 8.515 13.126
H 9.612 10.093 13.081
H 7.577 7.305 12.276
C 11.253 13.836 12.528
C 10.468 12.452 12.423
O 11.049 11.400 13.289
O 10.913 14.581 13.634
H 11.029 14.414 11.631
H 12.330 13.670 12.532
H 10.488 12.051 11.410
H 9.440 12.550 12.773
H 11.941 11.672 13.517
H 9.978 14.768 13.526
*
```

Here are the Mulliken charges for atoms 1 to 8, given in e: -0.5468 -0.2100 -0.5217 -0.5943 0.3416 0.2230 0.1885 0.3909


(8)
This record from the OMol25 dataset describes a 2-piece molecular cluster, C3H4ClN overall in a non-equilibrium geometry. The level of theory is wB97M-V/def2-TZVPD.

For the HOMO-LUMO gap (spin up / spin down), the calculation gives 7.40 / 8.18 eV. For the HOMO energy (spin up / spin down), the calculation gives -6.71 / -11.36 eV. As for the expectation value of S²: 2.02. The value obtained for the molecular weight is 89.52 g mol⁻¹.

Geometry as ORCA input:
```
! wB97M-V def2-TZVPD RIJCOSX def2/J DEFGRID3
* xyz 0 3
C 0.089 -0.562 -1.588
C 0.481 -0.796 -0.253
C -0.310 0.705 1.018
N -0.024 -0.259 -2.695
Cl -1.536 1.749 0.258
H -0.060 -1.517 0.355
H 1.606 -0.766 -0.175
H 0.536 1.319 1.293
H -0.782 0.128 1.786
*
```

Here are the Mulliken charges for atoms 1 to 8, given in e: 0.4593 -0.7012 -0.4971 -0.3649 -0.1261 0.3005 0.2893 0.3140


(9)
This record from the OMol25 dataset describes one molecule with the formula C5H6O in a non-equilibrium geometry. The level of theory is wB97M-V/def2-TZVPD.

As for the SMILES: C#CCCC=O. For the HOMO-LUMO gap, the calculation gives 10.71 eV. For the HOMO energy, the calculation gives -9.90 eV. The value obtained for the molecular weight is 82.10 g mol⁻¹.

Geometry as ORCA input:
```
! wB97M-V def2-TZVPD RIJCOSX def2/J DEFGRID3
* xyz 0 1
O -0.056 -2.396 1.196
C 0.486 -1.395 1.595
C 0.402 -0.039 0.925
C -0.353 -0.014 -0.421
C -0.442 1.277 -1.073
C -0.226 2.095 -1.937
H 1.082 -1.417 2.539
H 1.417 0.362 0.825
H -0.076 0.620 1.675
H 0.177 -0.316 -1.351
H -1.308 -0.549 -0.326
H -0.322 3.049 -2.377
*
```

Here are the Mulliken charges for atoms 1 to 8, given in e: -0.4697 -0.0074 -0.4365 -0.2524 -0.5629 -0.1627 0.3310 0.3302


(10)
This record from the OMol25 dataset describes a 2-piece molecular cluster, C2H7S2 overall. The level of theory is wB97M-V/def2-TZVPD.

For the HOMO-LUMO gap, the calculation gives 6.43 eV. For the HOMO energy, the calculation gives -2.69 eV. The value obtained for the molecular weight is 95.21 g mol⁻¹.

Geometry as ORCA input:
```
! wB97M-V def2-TZVPD RIJCOSX def2/J DEFGRID3
* xyz -1 1
C 1.839 -1.074 1.171
S 1.526 0.660 0.740
H 2.730 -1.395 0.635
H 2.079 -1.129 2.234
H 0.980 -1.710 0.940
H 0.153 0.520 0.364
C -1.859 0.912 -1.320
S -1.802 -0.099 0.207
H -2.881 0.956 -1.705
H -1.501 1.937 -1.185
H -1.263 0.422 -2.082
*
```

Here are the Mulliken charges for atoms 1 to 8, given in e: -0.6703 -0.2834 0.2222 0.2105 0.2511 0.0040 -0.8047 -0.6320